1.
ORCA calculation (ωB97M-V/def2-TZVPD) on a single H4N3OPS molecule at a distorted geometry.

```
10
Properties=species:S:1:pos:R:3:forces:R:3
N 0.1218 -1.1641 1.0669 0.5 2.3 -1.0
N 1.2739 -0.0422 -0.6889 2.8 1.7 -0.5
N -0.9697 1.2827 0.2394 0.6 -2.1 -5.2
O -0.9994 -0.8421 -1.5408 -2.1 -1.1 -2.0
P -0.3255 -0.2640 -0.4328 0.6 2.6 4.2
S 1.7691 -0.4068 0.9708 -1.0 0.0 -0.1
H 0.3832 -2.0745 0.7772 -0.3 -1.5 -0.3
H 1.6675 0.8645 -1.0703 -0.9 -1.5 0.6
H -1.1957 1.0914 1.1632 -1.3 0.1 1.9
H -1.7251 1.5550 -0.4846 1.2 -0.5 2.4
```
Positions in Å, forces in eV/Å.

Output
**Highest occupied orbital energy**: -0.3263 Ha
**2S+1**: 1
**Energy above the lowest of the compared OMol25 structures with the same formula, charge and spin**: 15.2 kcal/mol
**Charge**: 0
**M**: 125.1 Da

=====

2.
ORCA calculation (ωB97M-V/def2-TZVPD) on 2 unconnected molecules or ions with the total composition C2H6BrOP at a distorted geometry.

```
11
Properties=species:S:1:pos:R:3:forces:R:3
C -0.0219 0.6785 1.3536 -0.3 -0.1 -0.5
C -0.3023 -0.1645 -1.4658 -0.2 0.5 0.4
O -1.6332 2.0833 -0.4535 -0.4 1.2 -0.3
P -1.1179 0.7606 -0.1049 0.7 -1.4 0.3
Br 3.2589 0.2709 -0.0559 -0.2 0.0 0.1
H -0.3190 1.4177 2.0930 0.0 0.0 0.0
H -0.0177 -0.3156 1.7889 0.0 -0.1 0.0
H 0.9967 0.8838 0.9846 0.3 0.1 -0.1
H -0.0022 -1.1446 -1.1211 0.1 -0.2 0.1
H -0.9537 -0.2490 -2.3333 -0.1 0.1 0.1
H 0.5892 0.4143 -1.7314 0.1 0.0 0.0
```
Positions in Å, forces in eV/Å.

Output
**Highest occupied orbital energy (spin up / spin down)**: -0.3983 / -0.2929 Ha
**2S+1**: 1
**Energy above the lowest of the compared OMol25 structures with the same formula, charge and spin**: 68.4 kcal/mol
**Charge**: 0
**M**: 156.9 Da